DFT (ωB97M-V with the def2-TZVPD basis set) results for a structure of composition C34H40Cl3N4O5PS6Sn.

Results
Total charge = -2
Multiplicity = 1
HOMO level = -1.61 eV
Orbital gap = 5.5 eV

```
94
Properties=species:S:1:pos:R:3:forces:R:3
Sn -0.06369 1.11203 1.59988 -0.04 0.17 -0.01
Cl -4.10348 2.46700 1.92290 -0.04 0.06 0.03
C -3.97247 0.75156 1.53595 0.01 -0.05 -0.03
Cl -3.80466 -0.24174 2.99658 -0.05 -0.03 0.04
H -3.09928 0.60865 0.90518 0.00 0.01 0.03
H -4.87734 0.44330 1.02512 0.04 0.00 -0.02
O 0.70518 7.47136 5.27445 0.01 0.06 0.03
C 0.60584 6.47433 4.58946 0.00 -0.06 -0.03
S -0.01364 4.93515 5.17878 0.00 0.00 0.01
C 0.14710 4.01328 3.68079 0.01 0.05 0.02
C 0.63744 4.66881 2.60799 -0.02 0.08 0.06
S 0.92008 4.09039 1.00482 0.06 -0.03 -0.09
S 1.05339 6.36832 2.89479 0.00 0.01 -0.01
S -0.30830 2.32663 3.84989 0.03 -0.10 -0.06
S 4.59230 2.04126 2.61092 0.05 0.01 0.00
C 4.51776 1.05701 1.20728 -0.05 -0.01 0.02
C 3.23865 0.66586 0.99204 0.02 -0.05 -0.02
N 2.34319 1.12713 1.92261 0.05 0.13 0.04
C 2.91256 1.86583 2.82758 -0.09 -0.09 -0.08
H 5.38656 0.81805 0.61945 0.03 0.01 0.00
H 2.88338 0.03960 0.18553 0.01 -0.03 -0.03
H 2.35155 2.33942 3.62117 0.01 0.05 0.04
C 1.25426 5.24452 -3.93234 0.02 0.00 0.01
C 1.60283 4.89515 -2.48886 0.02 0.04 -0.03
C 2.01329 3.43683 -2.29488 -0.02 -0.01 0.00
C 1.02755 2.41170 -2.83714 -0.05 -0.14 0.04
N -0.31072 2.62805 -2.27456 -0.02 -0.04 0.13
C -1.44211 1.91956 -2.44093 0.04 0.21 -0.04
S -2.76126 2.20622 -1.41989 -0.09 -0.02 -0.01
N -1.59767 1.02929 -3.45140 0.26 -0.23 0.14
C -0.59951 0.46304 -4.36180 -0.16 0.03 0.00
C -1.26989 -0.57390 -5.24990 0.02 -0.01 0.01
C -2.47499 -0.06306 -6.04101 -0.01 -0.03 0.00
C -2.17002 1.16406 -6.89168 0.02 -0.01 0.00
H 1.00231 6.30221 -4.02960 0.01 0.01 0.00
H 0.39352 4.67123 -4.28182 -0.02 0.01 0.00
H 2.09062 5.03525 -4.60646 0.00 -0.01 0.00
H 0.76817 5.14190 -1.83118 -0.04 -0.04 0.01
H 2.42827 5.52308 -2.14380 -0.01 0.02 0.00
H 2.18994 3.24639 -1.23512 0.00 0.04 0.06
H 2.96420 3.25990 -2.80983 -0.02 -0.04 0.02
H 1.38561 1.40783 -2.59362 0.01 0.07 -0.06
H 0.98775 2.50153 -3.92195 0.00 0.00 0.01
H -0.34324 3.19172 -1.42975 -0.01 -0.04 -0.01
H -2.40703 0.45079 -3.27954 -0.01 0.14 -0.09
H 0.21269 -0.01706 -3.82494 0.06 0.00 -0.01
H -0.18623 1.26190 -4.97519 0.00 -0.01 -0.07
H -1.55566 -1.42514 -4.62580 -0.03 -0.02 -0.01
H -0.51138 -0.95211 -5.94097 0.02 0.00 0.01
H -3.29801 0.17185 -5.36103 0.00 0.02 0.00
H -2.83406 -0.87261 -6.68361 -0.01 0.00 0.01
H -1.89471 2.01489 -6.26794 -0.01 0.01 0.01
H -3.03703 1.45815 -7.48559 -0.01 0.00 -0.01
H -1.34138 0.96960 -7.57750 0.01 0.00 -0.01
N -0.08651 -0.57366 2.81505 0.02 -0.23 0.02
P -0.21971 -2.08178 2.56980 -0.06 0.17 0.12
C 1.29866 -2.93027 2.02763 -0.04 -0.07 -0.06
C 2.48489 -2.49386 2.61266 0.07 0.02 -0.02
C 3.69659 -3.04945 2.23347 -0.03 0.04 0.03
C 3.73142 -4.03870 1.25975 0.01 -0.02 -0.03
C 2.55542 -4.47232 0.66823 0.01 0.01 0.00
C 1.34134 -3.92238 1.05379 0.01 0.03 0.06
C -0.63219 -2.95291 4.12329 -0.04 -0.06 -0.02
C -0.52564 -4.33298 4.27603 0.00 0.02 0.03
C -0.85799 -4.93028 5.48328 0.01 -0.01 -0.02
C -1.29571 -4.14877 6.54587 -0.01 -0.01 0.02
C -1.39568 -2.77233 6.40042 0.01 0.00 -0.03
C -1.06213 -2.17445 5.19133 -0.02 0.00 0.03
C -1.50060 -2.64503 1.39323 0.04 0.13 -0.09
C -1.39013 -2.16364 0.08584 -0.01 0.01 0.00
C -2.39031 -2.41150 -0.84216 0.07 0.03 0.05
C -3.51677 -3.13276 -0.47026 -0.02 -0.01 -0.02
C -3.63419 -3.61333 0.82616 -0.02 -0.01 0.00
C -2.63061 -3.37096 1.75420 0.01 -0.04 0.02
H 2.44809 -1.69057 3.34003 -0.02 0.01 0.00
H 4.61585 -2.69106 2.68114 0.01 0.00 0.00
H 4.68057 -4.45090 0.94032 0.01 -0.01 -0.01
H 2.58271 -5.20392 -0.12753 0.01 -0.02 -0.02
H 0.43008 -4.23974 0.56308 -0.02 0.00 -0.01
H -0.17377 -4.93991 3.44897 0.00 0.00 -0.01
H -0.77054 -6.00433 5.59748 0.00 0.00 0.01
H -1.55257 -4.61466 7.48993 0.00 -0.01 0.01
H -1.72907 -2.15982 7.22912 0.00 0.00 0.01
H -1.11424 -1.10021 5.05100 0.01 0.01 -0.02
H -0.51524 -1.59661 -0.21596 -0.05 -0.05 0.01
H -2.26998 -2.03728 -1.85061 -0.02 -0.02 -0.02
H -4.30470 -3.31937 -1.19034 -0.01 0.00 -0.01
H -4.51658 -4.16775 1.12337 0.00 0.00 -0.01
H -2.74403 -3.73358 2.76832 0.01 0.01 0.01
O 0.41297 -2.22567 -2.75335 -0.13 -0.05 -0.11
Cl 1.72846 -1.88244 -2.26332 0.11 -0.04 -0.23
O 2.56443 -3.05294 -2.24173 0.01 -0.08 0.03
O 2.32106 -0.88398 -3.12868 -0.03 0.05 -0.02
O 1.59812 -1.33987 -0.93236 0.11 0.12 0.24
```
Forces are in eV/Å.

Mulliken population analysis, charges in e, atoms 1 to 2: 0.44, -0.14

***

DFT (ωB97M-V with the def2-TZVPD basis set) results for a cluster of 18 separate species, C34H40Cl51N3O4S in total.

Results
Total charge = 0
Multiplicity = 1
HOMO level = -9.51 eV
Orbital gap = 9.5 eV

```
133
Properties=species:S:1:pos:R:3:forces:R:3
C -3.38734 2.13300 -2.42075 0.28 -0.63 -0.02
C -1.89584 2.28310 -2.58645 -0.16 0.27 -0.07
N -1.47174 2.99482 -3.54198 0.14 -0.16 0.11
C -1.02340 1.50608 -1.59654 -0.31 0.41 -0.44
C 0.20213 2.25160 -1.06093 0.24 0.39 1.16
S -0.19527 2.38595 0.74339 -0.29 -0.35 0.08
O 0.39742 3.62801 -1.47028 -0.24 -0.25 -0.08
C 1.68190 3.89678 -1.12238 0.42 -0.21 -0.16
O 2.07934 4.90686 -0.64731 0.03 0.55 -0.30
O 2.46112 2.81705 -1.36823 -0.66 0.11 0.96
C 1.58779 1.66227 -1.40988 0.66 -0.48 -1.52
C 2.13105 0.55743 -0.51115 -0.12 0.66 0.64
C 2.74813 1.00002 0.81957 0.67 -0.38 0.34
C 3.70678 -0.08409 1.36647 -0.80 0.44 0.08
C 2.92859 -1.18713 2.12691 0.28 0.01 -0.60
N 3.16309 -1.21450 3.57873 -0.12 -0.22 0.07
C 2.30089 -0.30612 4.26580 -0.07 0.21 0.16
C 1.14195 -0.92690 4.98078 -0.45 0.06 -0.22
O 2.49654 0.88345 4.29988 0.27 0.12 0.06
C 1.60967 1.22297 -2.89688 -0.11 -0.05 0.86
C 1.85519 2.17327 -3.88391 -0.18 -0.50 -0.32
C 1.83235 1.76218 -5.20678 -0.05 -0.03 0.34
C 1.56388 0.42584 -5.47404 0.11 0.19 -0.43
N 1.35631 -0.49860 -4.54736 -0.05 0.16 0.26
C 1.38089 -0.10336 -3.26845 -0.02 0.03 -0.64
H -3.71474 1.39463 -3.15724 -0.15 0.10 -0.08
H -3.64254 1.70992 -1.45235 -0.13 0.26 0.12
H -3.89483 3.07283 -2.60900 -0.03 0.04 0.01
H -0.45493 2.99329 -3.56645 0.00 0.11 -0.09
H -1.65447 1.22745 -0.75507 0.16 0.18 -0.18
H -0.75486 0.56049 -2.07048 0.23 0.05 -0.05
H 0.81491 3.14976 1.18786 0.14 -0.01 -0.20
H 2.89645 0.01217 -1.06024 -0.15 -0.14 -0.15
H 1.29311 -0.09296 -0.26874 0.05 -0.24 -0.19
H 3.30949 1.93054 0.74514 -0.11 0.08 -0.30
H 1.99898 1.13300 1.59377 -0.12 0.22 -0.10
H 4.38131 0.42631 2.05254 0.20 -0.21 0.02
H 4.28182 -0.50955 0.54301 0.17 -0.04 0.08
H 1.86361 -1.03692 1.93357 -0.11 -0.14 0.20
H 3.18851 -2.15297 1.69781 -0.13 -0.16 0.17
H 4.12161 -0.94260 3.76551 -0.02 0.19 -0.07
H 0.42612 -0.15512 5.25170 0.01 0.04 0.05
H 0.63936 -1.66421 4.35518 0.11 -0.15 0.01
H 1.48238 -1.42005 5.89113 0.12 -0.11 -0.07
H 2.03589 3.20807 -3.63842 0.09 0.02 0.02
H 2.00702 2.46836 -6.00530 -0.02 -0.04 -0.08
H 1.51728 0.10192 -6.50746 0.01 -0.13 0.01
H 1.18772 -0.92979 -2.57922 0.32 0.93 -0.25
C -4.61035 -0.58182 0.89230 -0.05 0.04 0.00
Cl -2.93378 -0.03951 0.74447 -0.14 -0.16 0.04
Cl -5.54870 0.57077 1.83341 0.05 -0.09 -0.03
Cl -5.32988 -0.83160 -0.69956 0.02 -0.02 0.00
H -4.60796 -1.52907 1.41499 0.03 -0.01 0.02
C 0.86643 -4.06576 -0.84979 -0.02 0.00 0.15
Cl 2.58460 -4.42351 -1.04330 0.03 -0.01 -0.04
Cl 0.29463 -4.57958 0.73002 -0.01 0.25 0.02
Cl 0.56508 -2.33827 -1.09466 -0.27 -0.74 0.40
H 0.32533 -4.61118 -1.61199 -0.01 0.00 0.00
C -1.55470 -8.23247 0.76982 0.04 0.18 -0.09
Cl 0.15343 -7.87665 0.55695 -0.02 -0.17 -0.25
Cl -2.31884 -7.03628 1.81801 -0.01 -0.02 0.04
Cl -2.37803 -8.29033 -0.79360 -0.06 0.00 -0.04
H -1.65017 -9.20273 1.23688 -0.01 -0.03 -0.02
C -0.82981 1.45011 8.13803 0.01 -0.04 0.07
Cl -2.12468 0.56907 7.31823 0.01 0.03 -0.04
Cl -1.41639 2.17189 9.63402 0.00 0.01 -0.02
Cl 0.54639 0.39370 8.44746 0.00 0.01 0.01
H -0.50303 2.24675 7.48320 0.00 0.00 -0.02
C -8.04316 3.74389 2.86478 0.00 -0.05 -0.08
Cl -7.63299 3.53297 1.16318 0.00 0.02 -0.01
Cl -9.79289 3.70209 3.08492 -0.06 0.02 0.04
Cl -7.25870 2.51872 3.86347 -0.04 0.08 0.04
H -7.68589 4.71475 3.18033 0.00 0.00 0.01
C 1.45542 -9.11642 4.19206 0.04 -0.02 -0.03
Cl -0.02800 -9.59783 3.35251 0.07 -0.12 0.32
Cl 2.60532 -10.44953 4.22565 -0.01 -0.01 0.01
Cl 2.17798 -7.68185 3.46974 -0.03 0.01 0.01
H 1.18774 -8.87511 5.21165 -0.02 -0.01 0.01
C -11.57211 3.73447 -0.41113 0.00 -0.01 -0.02
Cl -10.70647 3.12027 -1.81928 0.02 0.00 0.01
Cl -12.39924 5.24473 -0.79229 0.01 0.01 0.02
Cl -12.70886 2.53216 0.20195 0.03 0.02 0.02
H -10.84630 3.93487 0.36646 0.01 -0.01 0.00
C -4.16091 -10.34175 -3.41182 -0.08 -0.06 -0.07
Cl -3.51903 -10.93331 -4.94655 0.02 0.01 0.00
Cl -4.86038 -8.73241 -3.61670 0.02 0.05 0.05
Cl -5.35042 -11.46172 -2.75641 0.01 0.01 0.02
H -3.34262 -10.26696 -2.70800 0.02 0.01 0.00
C -6.15881 -9.28044 -7.08327 -0.02 0.01 -0.03
Cl -5.47635 -9.92375 -8.57674 0.02 0.00 0.01
Cl -6.91450 -7.70976 -7.35933 -0.22 -0.27 -0.19
Cl -7.30329 -10.41714 -6.37363 0.02 0.01 0.03
H -5.34909 -9.14267 -6.37848 0.01 0.00 0.00
C 4.06579 7.93886 -1.71924 0.04 -0.02 0.04
Cl 5.72658 8.51737 -1.86762 0.02 0.01 0.01
Cl 3.01958 9.20645 -1.07506 -0.03 -0.02 -0.06
Cl 3.46844 7.37435 -3.27473 -0.04 -0.03 -0.09
H 4.05197 7.10503 -1.02881 -0.04 -0.01 0.00
C -3.11973 -2.30209 4.71833 0.09 0.01 0.00
Cl -4.49086 -2.95652 3.81407 -0.02 0.01 0.01
Cl -1.88153 -3.53759 4.93981 0.02 0.00 0.01
Cl -2.45512 -0.87970 3.91821 -0.07 -0.10 0.10
H -3.47767 -2.00618 5.69568 -0.01 -0.01 0.01
C 2.33722 11.92031 1.29226 -0.09 0.06 0.02
Cl 0.74535 12.07510 2.03213 0.00 -0.02 0.00
Cl 2.58845 13.16639 0.07265 0.02 -0.04 0.00
Cl 3.60563 11.98080 2.51990 0.06 0.01 0.01
H 2.39066 10.95534 0.80803 0.02 0.00 0.04
C 6.04697 -3.52457 0.84842 0.03 0.00 -0.01
Cl 7.18558 -2.64808 -0.18000 -0.02 0.00 -0.01
Cl 6.64870 -5.13658 1.21288 -0.49 0.05 0.05
Cl 5.71901 -2.62185 2.32634 0.32 -0.20 0.09
H 5.11479 -3.62233 0.30830 -0.04 0.02 -0.03
C 5.53358 10.00270 -5.78272 0.00 0.01 0.01
Cl 7.20198 10.55489 -5.93690 0.01 -0.01 0.02
Cl 4.50045 11.28855 -5.16348 -0.01 -0.01 0.03
Cl 4.93009 9.39923 -7.32691 -0.01 -0.02 0.01
H 5.51326 9.18689 -5.07133 0.00 0.00 0.01
C 3.87540 9.55550 5.54702 -0.01 -0.02 0.04
Cl 2.68345 8.48071 4.81936 -0.01 0.00 -0.04
Cl 3.15926 10.49418 6.85662 0.00 0.02 -0.01
Cl 5.27563 8.64744 6.11856 0.01 0.01 -0.01
H 4.20993 10.24509 4.78412 0.00 0.00 -0.01
C 10.62626 -6.72789 1.28022 -0.01 0.01 -0.05
Cl 11.32890 -7.45534 -0.16468 0.02 0.00 0.01
Cl 9.73090 -5.26528 0.88121 0.47 -0.05 -0.04
Cl 9.58292 -7.88295 2.11665 0.01 0.00 0.02
H 11.43401 -6.46197 1.94836 0.00 -0.01 0.01
C -5.43554 -4.05870 -5.78922 0.09 0.02 0.05
Cl -4.17456 -3.20807 -6.67960 -0.01 0.00 -0.01
Cl -5.04225 -5.76925 -5.62273 0.21 0.22 0.19
Cl -5.69352 -3.31727 -4.20829 -0.03 0.00 0.01
H -6.35658 -3.97930 -6.35122 -0.01 0.00 0.00
```
Forces are in eV/Å.

Mulliken population analysis, charges in e, atoms 1 to 2: -1.09, 0.70

***

DFT (ωB97M-V with the def2-TZVPD basis set) results for a structure of composition C34H40N5O4S4Sm.

Results
Total charge = +2
Multiplicity = 6
HOMO level (alpha / beta) = -12.11 / -12.14 eV
Orbital gap (alpha / beta) = 6.1 / 6.1 eV

```
88
Properties=species:S:1:pos:R:3:forces:R:3
Sm -0.04664 0.72575 0.24844 -0.76 -0.74 1.14
S 0.76304 -0.49381 2.78038 0.03 0.02 0.04
C -0.37075 -1.68886 3.06986 -0.01 0.10 -0.08
N -0.63745 -2.12655 4.28176 0.00 -0.23 0.15
C -1.54293 -3.26930 4.47710 0.10 0.10 0.01
C -2.69689 -3.12077 3.53928 -0.02 0.01 -0.09
N -2.18052 -3.03971 2.16320 -0.16 -0.15 0.17
C -2.94348 -3.82919 1.16963 -0.08 -0.01 0.01
C -2.69720 -5.30374 1.38141 0.03 0.05 0.06
C -1.43723 -5.84520 1.13070 0.02 0.00 -0.01
C -1.20142 -7.19300 1.35178 -0.03 0.00 0.01
C -2.22422 -8.01092 1.82314 0.04 0.04 -0.02
C -3.48045 -7.47766 2.06559 -0.02 -0.02 0.00
C -3.71490 -6.12474 1.84898 -0.04 -0.04 -0.01
C -1.11216 -2.34468 1.89566 0.05 0.20 -0.02
S -0.54940 -2.13648 0.30523 0.12 -0.03 -0.12
C -0.07529 -1.50076 5.50592 -0.10 0.07 -0.03
C -0.92812 -0.33390 5.95162 0.02 -0.01 -0.03
C -2.17124 -0.54788 6.54430 -0.02 0.00 0.00
C -2.96122 0.52545 6.92620 0.02 -0.01 -0.01
C -2.50898 1.82461 6.72807 -0.01 -0.02 0.01
C -1.26711 2.04396 6.15232 0.01 -0.01 -0.01
C -0.47978 0.96845 5.76292 -0.04 0.00 0.00
H -1.89228 -3.26542 5.50439 0.02 0.04 0.02
H -1.00678 -4.20492 4.29884 0.04 0.00 0.01
H -3.26190 -2.21176 3.75582 -0.04 0.03 -0.04
H -3.35715 -3.98072 3.60458 0.00 -0.05 -0.04
H -2.65523 -3.50158 0.17862 0.04 0.04 -0.05
H -3.99752 -3.59542 1.32139 0.00 0.06 0.02
H -0.64462 -5.20999 0.74484 -0.04 -0.04 0.03
H -0.22469 -7.61262 1.14518 -0.03 0.01 0.02
H -2.04025 -9.06400 1.99359 -0.01 0.03 -0.02
H -4.28256 -8.11357 2.41901 0.04 0.03 -0.01
H -4.70385 -5.71520 2.02990 0.04 -0.01 -0.01
H 0.94003 -1.17703 5.30034 0.05 -0.03 -0.05
H -0.03986 -2.28121 6.26430 -0.02 -0.04 -0.02
H -2.52371 -1.55630 6.73942 0.03 0.05 0.01
H -3.92089 0.34853 7.39491 0.03 0.01 -0.01
H -3.11876 2.66209 7.04296 0.02 -0.02 -0.02
H -0.90504 3.05426 6.00930 -0.01 -0.03 0.01
H 0.49017 1.14151 5.31467 -0.01 0.00 0.01
O -5.08042 6.79377 -0.19582 0.03 -0.02 0.06
C -4.12122 6.03594 -0.75226 -0.07 0.02 0.05
O -3.63312 6.36042 -1.79672 0.06 -0.04 -0.05
C -3.69458 4.78688 -0.03115 -0.04 0.09 0.02
C -2.83349 3.94713 -0.72301 0.10 0.02 -0.06
C -2.38818 2.78062 -0.13357 -0.12 0.21 0.20
C -2.76256 2.42036 1.16421 -0.06 -0.23 -0.07
S -2.16912 0.93358 1.90428 0.04 0.08 0.01
C -3.62140 3.26875 1.85677 0.00 0.20 -0.03
C -4.08336 4.43251 1.25816 0.00 -0.04 0.09
H -5.40912 6.41833 0.62855 -0.02 -0.01 -0.03
H -2.54353 4.23217 -1.72628 0.01 -0.03 0.01
H -1.77505 2.11727 -0.72972 -0.08 -0.13 -0.48
H -3.91553 3.01161 2.86687 -0.02 0.03 -0.06
H -4.74840 5.06337 1.83854 0.03 -0.02 0.00
C 4.34858 3.03073 0.56901 0.00 -0.08 0.01
N 4.00829 1.60171 0.43072 0.04 0.09 0.01
C 4.96559 0.62912 0.45576 0.06 0.13 0.04
C 4.65474 -0.67493 0.33780 0.00 -0.09 -0.02
C 3.27890 -1.01397 0.17783 -0.02 0.05 -0.02
N 2.34915 -0.04855 0.09575 0.47 -0.03 -0.02
C 2.70654 1.23330 0.26683 0.21 0.33 0.00
O 1.79520 2.11273 0.28400 0.33 0.15 0.02
N 2.88071 -2.27203 0.10696 -0.06 -0.02 -0.03
H 5.32249 3.11153 1.04207 0.01 -0.04 0.00
H 3.60225 3.52114 1.18395 -0.03 -0.03 0.03
H 4.37541 3.51054 -0.40712 -0.01 -0.03 -0.02
H 5.98219 0.97063 0.59724 -0.02 0.01 -0.02
H 5.41989 -1.43532 0.38968 -0.02 0.03 -0.01
H 3.54576 -3.02406 0.16115 -0.01 -0.02 0.02
H 1.88763 -2.47715 0.11534 -0.03 -0.01 0.01
C -1.00247 0.91106 -4.92144 0.02 -0.07 0.00
C -0.04535 -0.20105 -4.52722 -0.11 0.01 0.07
S 0.95049 0.04554 -3.05286 -0.15 0.09 -0.08
O -0.07176 0.30487 -1.92390 0.12 0.03 -0.65
C 1.76240 1.64370 -3.35672 -0.04 -0.03 0.06
C 0.99413 2.89016 -2.94125 0.07 -0.01 -0.10
H -1.62157 0.55315 -5.74381 0.00 0.00 0.03
H -0.47985 1.79570 -5.27472 0.04 0.05 0.00
H -1.66403 1.17969 -4.09941 0.02 0.02 0.02
H 0.68199 -0.43682 -5.30883 0.00 0.00 0.02
H -0.58062 -1.12239 -4.28756 0.02 -0.04 -0.06
H 2.01192 1.63812 -4.42054 0.02 0.01 0.03
H 2.69760 1.55841 -2.80130 0.03 0.04 -0.02
H 0.16741 3.11842 -3.60274 -0.09 -0.02 -0.08
H 1.68089 3.73611 -2.95561 0.00 0.00 -0.03
H 0.60884 2.81934 -1.92896 0.01 -0.03 0.11
```
Forces are in eV/Å.

Mulliken population analysis, charges in e, atoms 1 to 2: 0.70, -0.26

***

One value per record, in order, for ΔE to the lowest compared entry with this formula, charge and spin: 10.9; 0.0; 0.0 kcal/mol.
One value per record, in order, for strongest force on any atom: 0.37; 1.72; 1.56 eV/A.
One value per record, in order, for E_tot: -6240.1312; -25652.6463; -4144.7614 hartree.